Entry from OMol25: a 7-piece molecular cluster, H16NO6 overall at a distorted geometry (wB97M-V/def2-TZVPD).

## Properties
net charge	+1
HOMO-LUMO gap	0.4207	Ha
ΔE to the lowest compared entry with this formula, charge and spin	103.6	kJ/mol

Geometry as XYZ:
```
23
Properties=species:S:1:pos:R:3:forces:R:3
N 1.32802 0.91487 0.57810 1.00 -1.12 -1.01
H 2.31854 0.67578 0.53319 0.05 0.26 0.04
H 1.11487 1.70200 -0.06125 -0.23 0.28 0.61
H 0.89286 0.07199 0.14801 0.04 0.88 0.67
H 1.06155 1.02861 1.55065 -0.61 0.17 -0.15
H -0.36011 2.94208 -1.51793 0.30 -0.37 -0.24
H -0.04717 3.77454 -0.35412 0.41 -0.02 0.42
O 0.34387 3.05377 -0.86518 -0.69 0.48 -0.36
H 1.04994 -2.09967 2.24986 0.02 -0.40 0.39
H 0.24719 -1.94665 0.95129 -0.33 -0.42 -0.14
O 0.91846 -1.53564 1.49513 0.27 0.44 -0.20
H 0.83672 -1.40787 -1.56476 -0.76 0.75 0.20
H 0.96771 -0.32229 -2.58225 -0.08 0.50 -0.04
O 0.63399 -0.44689 -1.68595 0.56 -1.08 -0.42
H -1.52661 0.88542 1.10167 -0.15 0.29 0.63
H -1.50722 1.84336 2.39921 -0.68 -0.03 0.36
O -1.02241 1.51891 1.65314 0.85 0.13 -0.52
H -1.04562 -3.18648 -1.19550 -0.32 -0.29 -0.20
H 0.39672 -3.68584 -1.49873 -0.15 -0.45 -0.05
O -0.11900 -2.97454 -1.11753 0.55 0.35 0.37
H -2.82228 -0.75417 0.09669 -0.39 -0.09 0.11
H -1.69973 -0.31885 -0.83657 0.27 0.07 -0.44
O -1.94724 -0.36823 0.08682 0.07 -0.34 -0.05
```
Forces are in eV/Å.

Entry from OMol25: C21H32N10O2Se2Tl as an isolated structure at a distorted geometry (wB97M-V/def2-TZVPD).

## Properties
net charge	+1
HOMO-LUMO gap	0.2547	Ha
ΔE to the lowest compared entry with this formula, charge and spin	0.0	kJ/mol

Geometry as XYZ:
```
68
Properties=species:S:1:pos:R:3:forces:R:3
Tl 0.14281 0.37304 -0.61748 0.34 -0.24 -0.13
C -2.43797 0.18892 1.30082 0.86 -0.63 -0.44
N -1.90245 1.10879 2.26699 -0.69 -0.40 0.24
C -2.83101 1.87203 3.06103 -0.15 0.58 0.45
C -1.93361 2.78892 3.87752 0.75 -0.52 0.97
N -0.60965 2.58557 3.27728 0.42 -0.46 -0.21
C 0.57059 3.27417 3.81117 -0.76 0.13 0.25
C -0.63475 1.56615 2.37235 0.11 0.18 -0.47
N 0.33171 1.04528 1.63733 -0.01 -0.03 0.12
C 1.70516 1.51398 1.78030 0.25 -0.55 -0.92
C 2.62896 0.77670 0.79325 0.37 -0.09 -0.52
N 2.33040 0.98528 -0.65646 0.09 0.16 1.33
C 3.32727 1.22789 -1.46150 -0.11 0.07 -0.59
N 4.67679 0.97681 -1.18385 -0.83 0.22 -0.08
C 5.05829 -0.41263 -1.03363 0.27 -0.77 0.16
C 5.41053 1.71419 -2.21003 0.43 0.49 0.67
C 4.48384 1.91876 -3.37265 -0.15 0.93 0.31
N 3.19974 1.75555 -2.70023 -0.90 0.68 -0.10
C 2.09409 2.61147 -3.16829 0.24 -0.63 -0.48
H -3.34267 -0.31943 1.65032 -0.01 0.57 0.07
H -1.73500 -0.63529 1.16833 0.18 -0.07 0.06
H -2.58822 0.63748 0.30680 -0.33 0.13 0.24
H -3.44307 1.24050 3.71417 0.04 -0.01 -0.29
H -3.45188 2.48469 2.42533 -0.46 0.03 -0.33
H -1.87632 2.46004 4.93495 -0.13 0.20 -0.37
H -2.23957 3.83207 3.87037 0.08 0.08 -0.26
H 0.24566 3.79635 4.71454 -0.06 0.15 -0.24
H 0.93812 4.00333 3.08438 0.13 -0.10 0.28
H 1.33620 2.59078 4.16832 0.08 -0.04 -0.30
H 2.13427 1.24465 2.72880 0.02 -0.13 0.66
H 1.78644 2.58469 1.67921 0.12 0.39 -0.32
H 2.49455 -0.29122 0.96648 0.10 -0.20 0.37
H 3.67717 1.02169 1.02741 -0.38 0.04 -0.17
H 4.64027 -0.87582 -0.11840 0.24 0.34 -0.51
H 6.15765 -0.45948 -1.00309 -0.45 -0.03 0.27
H 4.74623 -0.98832 -1.91321 -0.06 -0.20 0.13
H 6.35160 1.26647 -2.42462 0.61 -0.57 -0.29
H 5.62853 2.65970 -1.74893 0.23 0.70 -0.04
H 4.56843 1.22044 -4.16844 0.20 -0.74 -0.75
H 4.62494 2.93910 -3.80011 -0.38 -0.67 0.35
H 2.38646 3.64553 -3.02115 -0.09 0.26 -0.05
H 1.16790 2.41360 -2.66155 -0.17 -0.08 0.49
H 1.88061 2.42468 -4.23682 0.39 0.05 0.46
C -0.88616 -5.09526 0.78790 -0.73 0.72 -0.52
N -1.64990 -4.06026 0.01510 0.18 -0.25 0.28
C -1.22838 -2.86093 -0.45455 -0.41 -1.02 0.12
Se 0.52610 -2.32452 -0.27249 0.37 0.77 0.02
N -2.24384 -2.26778 -1.10333 0.19 -1.14 0.98
C -3.36944 -3.08151 -1.07132 0.42 -0.33 0.79
C -4.65563 -2.90775 -1.52106 -0.62 0.34 -0.84
C -5.47594 -4.03708 -1.40839 0.11 0.90 0.01
C -5.07892 -5.19789 -0.78142 0.47 -1.09 0.15
C -3.80199 -5.34697 -0.23670 -0.05 0.18 -0.14
C -2.98042 -4.23692 -0.37852 0.07 -0.35 -0.14
H -0.16034 -4.63619 1.43711 0.06 0.43 0.24
H -0.34093 -5.73685 0.11442 -0.01 -0.27 -0.34
H -1.59802 -5.67699 1.38384 0.18 0.25 -0.22
H -2.13132 -1.39612 -1.56813 -0.04 1.10 -0.69
H -4.95629 -1.94637 -1.99685 0.10 -1.05 0.33
H -6.46279 -4.08533 -1.81203 -0.49 0.54 -0.28
H -5.79361 -6.02393 -0.81585 0.41 0.15 0.29
H -3.41382 -6.27099 0.20104 -0.43 0.33 -0.10
O -1.53477 0.13659 -2.16365 1.21 -0.25 -0.42
N -0.95511 0.04977 -3.33237 -0.87 -0.22 -0.78
O 0.24535 -0.05603 -3.37714 -0.37 0.35 1.28
Se -2.03264 4.58573 0.45654 0.10 0.17 0.00
C -1.12189 3.31465 -0.35583 -0.22 -0.62 0.09
N -0.59835 2.39179 -0.86336 -0.06 1.15 -0.13
```
Forces are in eV/Å.

Entry from OMol25: HORb as an isolated structure (wB97M-V/def2-TZVPD).

## Properties
HOMO-LUMO gap	0.1087	Ha
ΔE to the lowest compared entry with this formula, charge and spin	240.9	kJ/mol

Geometry as XYZ:
```
3
Properties=species:S:1:pos:R:3:forces:R:3
Rb -0.31804 -0.90843 3.52116 0.09 0.14 -0.56
O 0.54616 0.37868 -1.47241 -0.57 -0.04 0.15
H -0.22813 0.52976 -2.04876 0.48 -0.11 0.41
```
Forces are in eV/Å.

Entry from OMol25: a 5-piece molecular cluster, C23H40N2O5SSi overall at a distorted geometry (wB97M-V/def2-TZVPD).

## Properties
SMILES string	C[Si](C)(C)OCCc1ccc2nsnc2c1.CC(C)=O.CC(C)=O.CC(C)=O.CC(C)=O
HOMO-LUMO gap	0.2727	Ha
ΔE to the lowest compared entry with this formula, charge and spin	0.0	kJ/mol

Geometry as XYZ:
```
72
Properties=species:S:1:pos:R:3:forces:R:3
C -0.71260 -5.04483 -2.60065 -0.77 -0.37 -0.18
Si 0.26550 -3.36372 -2.50511 -1.53 0.27 0.54
C -1.08939 -2.05165 -2.01081 1.30 0.36 0.71
C 0.90955 -2.82208 -4.22613 0.60 -1.07 -0.89
O 1.45546 -3.40723 -1.24558 0.18 0.04 -2.55
C 2.81474 -3.46299 -1.74007 1.44 -0.04 1.50
C 3.55307 -2.00360 -1.68808 0.32 -0.42 1.00
C 3.08517 -1.16190 -0.40341 0.37 2.03 4.21
C 1.67484 -0.43678 -0.29374 0.72 0.90 2.85
C 1.16575 0.34147 0.93498 2.71 -1.68 -1.14
C 2.10736 0.48555 2.18163 1.03 -0.40 0.02
N 1.85918 1.18072 3.43264 3.77 -3.02 -3.00
S 3.34170 0.96085 4.29192 -0.79 -0.91 -2.09
N 4.36201 0.01078 3.30923 -4.98 1.14 -2.75
C 3.54226 -0.17906 2.11542 0.15 -0.27 0.03
C 4.01761 -1.00420 0.85305 -3.34 0.62 -2.15
H -0.79849 -5.41870 -3.69368 0.39 0.35 1.83
H -0.29146 -5.83970 -1.89472 -0.46 0.93 -1.23
H -1.81060 -4.87255 -2.26415 1.85 -0.14 -0.46
H -0.83611 -1.11239 -2.62049 -0.82 -1.18 0.78
H -0.84786 -1.78224 -0.90779 -0.95 -0.43 -1.71
H -2.15384 -2.43579 -2.15780 1.49 0.77 0.23
H 1.45913 -3.74261 -4.70053 -0.85 1.79 0.66
H 1.61538 -1.92242 -4.22319 -1.06 -1.19 -0.03
H -0.01048 -2.61343 -4.89134 1.42 -0.19 1.07
H 3.40642 -4.10721 -0.97523 -1.03 0.97 -1.23
H 2.94732 -3.98745 -2.74983 -0.37 0.97 1.18
H 4.67663 -2.23760 -1.51619 -1.80 0.48 -0.40
H 3.47674 -1.43481 -2.67583 -0.19 -0.59 1.50
H 0.99422 -0.50747 -1.20416 0.98 0.17 1.52
H 0.11814 0.82323 0.98275 1.91 -1.05 -0.32
H 5.04508 -1.49536 0.79439 -1.58 0.89 0.40
C -0.14506 3.37977 3.34151 -0.22 0.16 -0.39
C -0.91643 4.67105 3.27630 -0.28 0.13 -0.59
C -1.01474 5.48457 4.53953 -0.24 0.33 -0.30
O -1.44142 5.04371 2.24068 0.19 -0.18 0.47
H -0.15789 2.90091 2.35984 0.03 0.08 0.15
H 0.89117 3.57919 3.61926 -0.12 -0.13 0.17
H -0.60826 2.70603 4.06533 0.24 0.03 0.10
H -0.01632 5.77820 4.87099 -0.05 -0.16 0.16
H -1.51670 4.90445 5.31703 0.21 0.01 0.09
H -1.59803 6.38685 4.34499 0.11 -0.14 0.07
C -5.12875 7.01544 6.78833 0.30 -0.04 0.29
C -4.29658 7.52346 5.64083 0.78 0.14 0.05
C -5.00357 7.79966 4.34060 0.33 0.13 -0.22
O -3.09838 7.70375 5.75976 -0.67 -0.08 -0.02
H -4.48797 6.86065 7.65940 -0.07 0.03 -0.14
H -5.89625 7.74909 7.04435 -0.12 -0.16 -0.09
H -5.59036 6.06273 6.51959 -0.18 0.13 -0.01
H -5.76551 8.56826 4.48781 -0.13 -0.18 -0.02
H -5.45959 6.88182 3.96314 -0.17 0.11 0.06
H -4.28077 8.15958 3.60492 -0.08 -0.07 0.12
C 4.15937 -7.66678 -5.09785 -0.39 -0.13 0.11
C 3.79699 -6.24257 -5.42436 -0.72 0.24 0.09
C 4.89667 -5.34484 -5.92619 -0.23 0.35 -0.04
O 2.65832 -5.83236 -5.28779 0.59 -0.19 -0.02
H 3.26973 -8.19552 -4.74828 0.12 0.10 -0.05
H 4.53630 -8.16871 -5.99162 0.19 0.02 0.12
H 4.91198 -7.68678 -4.30660 0.12 -0.06 -0.17
H 5.30633 -5.74349 -6.85677 0.17 -0.04 0.14
H 5.68210 -5.26173 -5.17176 0.11 -0.13 -0.15
H 4.49094 -4.34926 -6.12048 0.03 -0.15 0.03
C -4.50701 -0.01141 -0.76466 0.11 -0.42 0.08
C -3.28606 0.67797 -0.21609 0.60 -0.32 0.29
C -3.25198 2.18211 -0.27864 0.39 -0.01 0.16
O -2.36219 0.04326 0.25951 -0.45 0.36 -0.17
H -4.39298 -1.09218 -0.65347 0.01 0.16 0.00
H -5.39337 0.30589 -0.21095 -0.03 0.11 -0.19
H -4.61999 0.22137 -1.82579 -0.16 0.12 0.08
H -4.08242 2.59699 0.29667 -0.05 0.06 -0.20
H -3.30934 2.51234 -1.31817 -0.20 0.06 0.07
H -2.31438 2.54169 0.15158 -0.15 -0.02 -0.04
```
Forces are in eV/Å.